1.
Formula: C28H33FN4O5
Source: the OMol25 dataset
Level of theory: ωB97M-V/def2-TZVPD

## Properties
HOMO energy	-8.54	eV
energy relative to the best compared isomer or geometry (same formula, charge and spin)	13.2	kJ/mol
LUMO level	0.6	eV
spin multiplicity	1
structure (SMILES)	CCC(C)(C)NC(=O)[C@H](c1ccc(OC)cc1)N(C(=O)CCC(=O)Nc1cc(C)on1)c1ccccc1F
frontier orbital gap	9.10	eV

```
71
Properties=species:S:1:pos:R:3:forces:R:3
C 4.64613 3.97771 0.67582 -0.182 -0.139 -0.030
H 5.39240 3.67576 1.40533 0.132 0.029 0.081
H 4.23491 4.93932 0.97218 0.036 0.147 0.040
C 3.55418 2.92486 0.53623 0.092 0.061 0.121
H 4.00020 1.99199 0.18966 -0.083 -0.006 -0.049
H 2.83956 3.24991 -0.22405 -0.062 -0.044 -0.014
C 2.77011 2.61628 1.82576 0.238 -0.064 -0.067
N 1.71485 1.65113 1.49673 -0.114 0.537 0.239
C 1.91074 0.41493 1.01860 -0.710 -0.145 0.079
O 2.99091 -0.10596 0.83304 0.408 -0.159 -0.092
C 0.56139 -0.28024 0.69507 0.159 0.000 0.317
C 0.58646 -1.78057 0.76062 0.107 0.076 0.154
C 1.62437 -2.53756 0.23525 -0.007 0.003 0.209
C 1.60189 -3.92045 0.29959 0.028 -0.314 -0.034
C 0.52399 -4.57593 0.88240 -0.136 0.134 0.036
C -0.52531 -3.81851 1.40705 0.021 -0.269 -0.044
C -0.48968 -2.44327 1.34811 0.147 0.014 -0.090
H -1.31006 -1.87373 1.76132 -0.098 0.074 0.055
H -1.35594 -4.33585 1.86018 -0.103 -0.062 0.064
O 0.39279 -5.92638 0.98891 -0.209 0.280 0.114
C 1.43452 -6.74291 0.51219 0.179 -0.131 -0.086
H 1.57974 -6.62166 -0.56638 0.006 0.006 0.046
H 1.12563 -7.76612 0.72027 0.067 0.057 -0.039
H 2.37615 -6.53676 1.03075 -0.032 0.001 -0.031
H 2.43249 -4.47134 -0.11202 0.065 -0.089 -0.033
H 2.47638 -2.04817 -0.20647 0.032 0.037 -0.047
N 0.12328 0.20701 -0.62769 0.044 -0.189 0.144
C -0.61811 1.32920 -0.68869 -0.081 -0.059 -0.476
O -0.92282 1.95354 0.32235 -0.036 0.293 0.231
C -1.07905 1.75208 -2.07034 -0.213 0.252 0.075
H -1.31786 0.87223 -2.67143 0.083 0.065 -0.026
H -0.24706 2.27440 -2.55086 0.023 -0.107 -0.014
C -2.28574 2.69561 -2.00505 0.024 -0.121 -0.060
C -3.54949 1.93125 -1.63943 0.315 0.381 -0.026
O -4.37276 1.58994 -2.45818 -0.194 -0.112 -0.204
N -3.64030 1.66242 -0.30621 0.221 0.055 0.538
C -4.63095 0.92452 0.29817 -0.810 -0.619 0.434
N -4.50998 0.56428 1.55576 1.088 0.662 -0.308
O -5.63202 -0.13177 1.87411 -0.795 -0.373 -0.094
C -6.43998 -0.19710 0.80093 0.338 0.365 -0.579
C -5.85903 0.45856 -0.24418 -0.157 -0.238 0.438
H -6.21476 0.60023 -1.24069 -0.130 -0.020 -0.177
C -7.73280 -0.91096 0.93361 0.176 0.048 0.219
H -8.37687 -0.38984 1.64063 -0.081 -0.002 0.010
H -7.56744 -1.91849 1.31078 -0.047 -0.079 -0.017
H -8.22577 -0.95943 -0.03222 -0.029 -0.014 -0.029
H -2.86260 1.92222 0.29611 -0.033 0.044 -0.209
H -2.09469 3.47734 -1.26871 0.003 0.015 -0.058
H -2.44198 3.14771 -2.98451 -0.061 -0.050 0.098
C 0.65448 -0.43100 -1.77331 0.163 0.068 -0.448
C 0.18259 -1.66876 -2.19384 0.046 0.170 -0.222
C 0.76008 -2.30182 -3.28046 -0.103 -0.092 0.009
C 1.81390 -1.71141 -3.95726 -0.005 0.057 0.054
C 2.28732 -0.47155 -3.56365 0.038 0.129 0.089
C 1.70264 0.15275 -2.47963 -0.114 -0.124 0.043
F 2.14012 1.37218 -2.10692 -0.034 -0.155 0.009
H 3.10208 0.01353 -4.07702 0.077 0.077 -0.043
H 2.26726 -2.21186 -4.79859 0.043 -0.040 -0.086
H 0.38478 -3.26245 -3.59655 -0.034 -0.096 -0.025
H -0.63921 -2.12472 -1.66467 -0.069 -0.035 0.092
H -0.19125 0.08923 1.40136 0.185 -0.099 -0.168
H 0.76934 2.01357 1.49041 -0.005 -0.212 -0.049
C 3.66824 2.00861 2.90480 -0.041 0.062 -0.160
H 4.17097 1.12818 2.51575 0.072 -0.056 0.022
H 4.41079 2.72944 3.23283 0.103 0.097 0.071
H 3.06723 1.71470 3.76264 -0.049 0.000 0.103
C 2.06068 3.85675 2.36584 0.127 -0.216 -0.097
H 2.78394 4.58876 2.71161 0.053 0.081 0.027
H 1.42379 3.58608 3.20538 -0.069 -0.008 0.106
H 1.44477 4.31142 1.59263 -0.099 0.097 -0.093
H 5.14542 4.10694 -0.28177 0.092 0.065 -0.044
```
Forces are in eV/Å.

---

2.
Formula: C28H33HfN8O2S2Si
Source: the OMol25 dataset
Level of theory: ωB97M-V/def2-TZVPD

## Properties
net charge	+1
HOMO energy	-10.11	eV
energy relative to the best compared isomer or geometry (same formula, charge and spin)	175.6	kJ/mol
LUMO level	-3.8	eV
spin multiplicity	1
frontier orbital gap	6.31	eV

```
75
Properties=species:S:1:pos:R:3:forces:R:3
Hf -0.40691 0.20633 0.08934 -1.202 1.483 -0.581
C -6.15399 2.05105 2.38835 0.168 -0.197 0.031
C -5.30348 0.78976 2.28227 -0.238 0.162 0.339
N -4.78658 0.63603 0.94498 0.211 0.096 -0.399
C -3.51422 0.75410 0.55565 0.317 -0.065 0.263
S -2.26420 0.97998 1.72805 -0.025 -0.107 0.218
N -3.31683 0.68397 -0.74858 -0.617 0.001 -1.009
N -2.06008 0.79890 -1.21172 -0.745 0.314 -1.183
C -1.90210 0.85105 -2.52504 -1.288 -0.367 1.258
C -3.04229 0.68633 -3.48073 0.086 -0.008 0.377
C -0.56191 1.07025 -2.99017 1.553 0.323 -0.394
C -0.24520 1.20161 -4.35380 -0.479 -0.086 0.661
C 1.05512 1.43661 -4.73283 0.521 0.047 0.379
C 2.03921 1.52244 -3.74772 -0.417 0.033 -0.296
C 1.65671 1.38061 -2.42934 0.149 0.100 0.305
N 0.40024 1.17348 -2.03337 -0.693 -0.640 -0.832
H -6.57788 2.13262 3.38450 -0.072 0.040 0.104
H -6.97034 2.02129 1.67018 -0.118 0.043 -0.050
H -5.54734 2.93163 2.19155 0.024 0.104 -0.013
H -5.90457 -0.09237 2.52266 0.123 0.044 0.061
H -4.45820 0.83963 2.96754 -0.122 -0.134 -0.002
H -5.46746 0.60967 0.19756 0.152 -0.102 -0.074
H -3.90121 0.30597 -2.93800 -0.021 0.004 -0.034
H -2.77765 -0.00878 -4.27339 0.052 -0.028 -0.094
H -3.31689 1.63915 -3.92973 -0.011 0.117 -0.080
H -1.02410 1.11290 -5.09161 -0.096 0.022 -0.070
H 1.30910 1.55425 -5.77416 0.025 -0.030 -0.120
H 3.07403 1.69117 -3.99669 0.092 0.042 0.013
H 2.39737 1.45389 -1.64108 0.001 -0.112 -0.123
N 7.71991 -0.63535 -1.27649 0.176 0.083 0.037
C 6.43762 -0.48230 -0.86347 -0.353 0.070 -0.066
C 6.14440 0.13874 0.36253 -0.093 -0.037 0.046
C 4.84873 0.23741 0.81709 0.175 0.034 0.088
C 3.81525 -0.24100 0.02594 -0.811 0.050 0.019
C 4.07398 -0.79222 -1.22146 -0.076 -0.047 -0.116
C 5.36969 -0.90406 -1.66949 0.040 -0.018 0.068
S 2.19567 -0.48524 0.68420 1.549 -1.354 0.986
O 2.21055 -1.52550 1.65821 0.397 0.273 -0.015
O 1.29932 -0.81381 -0.47336 0.962 -0.695 -0.698
N 1.39809 0.76328 1.30751 0.257 -1.012 0.499
C 1.43363 1.97453 0.72995 0.077 2.592 -0.605
N 0.19521 2.46259 0.44237 1.082 -0.053 0.273
C 0.13003 3.67385 -0.09806 -0.045 0.170 0.044
C 1.26897 4.41076 -0.37230 -0.130 -0.187 0.086
C 2.48408 3.81165 -0.06874 -0.191 0.094 -0.102
N 2.57374 2.60413 0.46397 0.125 -0.265 0.395
H 8.45797 -0.48000 -0.61218 0.058 -0.051 -0.102
H 7.92380 -1.23713 -2.05547 0.024 0.035 0.062
H 6.96080 0.51480 0.95721 0.073 0.061 0.184
H 4.63547 0.67804 1.77714 0.036 0.072 0.156
H 3.25192 -1.15141 -1.81900 -0.037 -0.113 -0.147
H 5.57669 -1.35192 -2.62929 -0.026 -0.060 -0.117
H -0.86730 4.03898 -0.31149 -0.006 0.051 -0.062
H 1.21090 5.38615 -0.81848 -0.005 0.188 -0.022
H 3.42831 4.29980 -0.26453 0.048 0.155 -0.069
C -3.24501 -2.55722 0.01266 0.788 0.141 0.160
Si -1.36392 -2.24590 0.38899 -1.117 -1.434 0.190
C -0.42567 -3.65223 -0.55142 -0.200 0.568 0.449
C -1.14543 -2.47156 2.29068 0.069 0.079 -0.734
C -0.47757 -1.49766 3.03304 -0.139 -0.303 -0.162
C -0.26400 -1.65350 4.39046 0.110 0.247 0.053
C -0.73032 -2.78479 5.03976 -0.014 0.036 0.005
C -1.41720 -3.75214 4.32419 -0.022 -0.096 0.052
C -1.61671 -3.59647 2.96405 0.035 0.140 -0.118
H -3.45230 -3.62238 0.03403 0.005 -0.264 0.011
H -3.53404 -2.18435 -0.96593 0.006 0.060 -0.200
H -3.89278 -2.08957 0.74697 -0.044 0.160 0.178
H -0.69665 -4.63079 -0.16088 -0.091 -0.093 0.106
H 0.64989 -3.53626 -0.43854 0.127 -0.004 0.022
H -0.65619 -3.65192 -1.61523 -0.075 0.092 -0.127
H -0.09857 -0.59690 2.54321 -0.037 -0.238 0.398
H 0.26725 -0.88565 4.93433 0.047 0.022 0.117
H -0.56143 -2.90843 6.09911 0.005 -0.007 0.085
H -1.79426 -4.63411 4.82017 -0.016 -0.070 0.093
H -2.15086 -4.35644 2.41334 -0.072 -0.169 -0.052
```
Forces are in eV/Å.

---

3.
Formula: C28H33IrN5O5S3
Source: the OMol25 dataset
Level of theory: ωB97M-V/def2-TZVPD

## Properties
net charge	-1
HOMO energy (spin up / spin down)	-3.41 / -3.41	eV
energy relative to the best compared isomer or geometry (same formula, charge and spin)	268.2	kJ/mol
LUMO level (spin up / spin down)	1.6 / 1.6	eV
spin multiplicity	1
frontier orbital gap (spin up / spin down)	5.05 / 5.06	eV

```
75
Properties=species:S:1:pos:R:3:forces:R:3
Ir -1.06108 0.61595 1.03340 1.084 -1.704 0.857
C 7.20280 2.00169 1.58422 0.022 -0.007 0.002
C 5.81118 1.45510 1.77301 -0.014 -0.013 -0.007
C 4.72479 2.00055 1.09568 -0.036 0.091 -0.012
C 3.43861 1.50590 1.27840 0.127 0.168 0.062
C 3.22946 0.44690 2.14534 0.114 -0.643 -0.644
C 4.29812 -0.10695 2.83617 0.169 0.003 -0.002
C 5.57795 0.39327 2.64569 -0.026 0.047 0.040
S 1.57094 -0.21572 2.45373 1.328 0.940 1.639
O 1.86284 -1.53183 3.05965 -0.049 -0.519 -0.182
O 0.99783 -0.36194 1.03564 -0.577 0.001 -0.944
N -0.77315 0.56145 3.07415 -1.764 -2.014 -0.662
C -1.17633 -0.74325 3.23190 0.686 3.190 -0.113
C -1.01106 -1.47702 4.42727 -0.253 -1.076 0.583
C -1.42561 -2.78779 4.46664 0.412 1.072 0.352
C -1.99195 -3.37687 3.33086 -0.315 -0.045 -0.986
C -2.11164 -2.61255 2.18140 0.060 -0.914 -0.156
N -1.73051 -1.34262 2.13168 0.364 2.457 -0.390
H 7.24743 2.68127 0.73210 -0.009 -0.009 0.016
H 7.92401 1.19860 1.41313 -0.027 0.025 0.012
H 7.53416 2.55422 2.46802 -0.012 -0.016 -0.029
H 4.88077 2.82772 0.40878 0.029 -0.032 0.022
H 2.60129 1.95109 0.74963 0.102 -0.003 0.072
H 4.11112 -0.94348 3.50008 -0.010 0.021 -0.075
H 6.41290 -0.05404 3.17788 -0.011 0.027 -0.014
H -0.53051 -0.99451 5.26674 0.032 -0.016 -0.044
H -1.29694 -3.36975 5.37090 0.017 -0.003 0.024
H -2.31955 -4.40796 3.33374 -0.074 0.079 -0.062
H -2.52873 -3.02555 1.26750 0.014 -0.030 0.065
O -1.53231 -2.45369 -4.29219 -0.028 0.017 -0.025
S -2.98972 -1.54622 -4.11407 0.082 -0.044 0.132
O -3.07782 -0.88153 -5.40068 -0.024 0.050 -0.073
N -2.51926 -0.44639 -3.02922 -0.039 0.009 -0.082
C -1.73204 -0.75433 -2.01017 -0.125 -0.317 0.058
O -1.47829 0.09003 -1.12376 -0.099 0.192 0.104
C -1.06618 -2.09174 -1.95671 0.094 -0.024 -0.044
C -0.41339 -2.52509 -0.80728 0.038 0.005 0.135
C 0.32039 -3.70034 -0.80211 0.002 -0.015 0.018
C 0.41856 -4.44924 -1.96970 -0.025 0.015 0.003
C -0.22137 -4.03419 -3.12783 0.020 0.007 -0.033
C -0.96575 -2.85968 -3.12021 0.007 -0.055 0.040
H -0.44083 -1.91420 0.08721 0.011 -0.102 -0.155
H 0.82914 -4.00948 0.10294 -0.030 0.025 -0.030
H 0.99815 -5.36564 -1.97845 -0.017 0.034 -0.013
H -0.15552 -4.59661 -4.05127 0.002 0.010 0.040
C -3.25549 2.68495 -0.90604 0.009 0.051 -0.125
C -3.63316 2.27079 0.50819 0.090 -0.146 0.057
C -4.26543 3.44483 1.25647 -0.016 0.150 0.045
C -4.65828 1.11425 0.41511 0.048 -0.135 0.126
C -2.54076 1.65645 1.35721 -0.971 0.013 -0.297
H -4.16175 3.01514 -1.42766 0.099 -0.013 0.017
H -2.82056 1.84972 -1.45111 -0.014 0.048 0.001
H -2.53985 3.50823 -0.90061 0.008 0.012 0.021
H -5.12354 3.83202 0.69882 0.049 -0.021 0.022
H -3.54684 4.26116 1.37893 -0.051 -0.047 -0.003
H -4.61057 3.14227 2.24921 0.014 0.021 -0.049
H -5.56672 1.47056 -0.07927 0.073 0.068 0.018
H -4.93536 0.74286 1.40750 0.034 -0.023 -0.090
H -4.24061 0.29322 -0.17182 -0.037 0.030 0.069
H -2.78194 1.82521 2.41769 0.224 -0.174 -0.002
C -0.63019 2.15745 -3.48449 -0.086 0.030 -0.130
N 0.42347 1.38194 -2.87820 0.174 0.369 0.359
C 1.02993 0.25637 -3.58057 0.027 0.041 -0.030
C 1.90160 -0.40133 -2.49868 -0.021 -0.001 -0.028
N 1.77813 0.52652 -1.37972 -0.277 0.555 -0.491
C 0.84878 1.47179 -1.61082 0.389 -1.347 -0.934
S 0.32464 2.58264 -0.44283 -1.010 -0.308 1.406
H -1.44177 1.48981 -3.78567 0.043 0.093 0.030
H -0.25778 2.69778 -4.35926 0.052 -0.011 0.021
H -0.99784 2.86777 -2.75117 -0.033 0.030 0.016
H 1.62357 0.61478 -4.42612 -0.026 0.024 0.001
H 0.25275 -0.40650 -3.96762 -0.001 0.039 0.000
H 2.93888 -0.49555 -2.81911 0.026 0.034 0.058
H 1.53475 -1.39092 -2.22818 -0.011 -0.010 0.074
H 1.90906 0.23224 -0.42001 -0.057 -0.259 0.336
```
Forces are in eV/Å.

---

Q: Which formula does entry 2 have?
A: C28H33HfN8O2S2Si